Here is 4 unconnected molecules or ions with the total composition C5H17NO5 at a distorted geometry from the OMol25 dataset. Energies are from ωB97M-V/def2-TZVPD.

Last column: Löwdin charge in e.
Atoms and positions in Å:
C -2.50 1.75 1.31  -0.102
C -1.18 0.96 1.42  -0.247
C -1.16 -0.45 0.82  -0.220
N -0.36 -0.67 -0.38  -0.099
C -0.93 -0.38 -1.66  -0.108
C 0.14 -0.02 -2.71  -0.514
O -0.13 0.35 -3.83  0.101
O 1.38 -0.05 -2.23  0.113
H -3.20 1.29 2.00  0.066
H -2.97 1.70 0.34  0.060
H -2.35 2.75 1.72  0.072
H -0.85 0.96 2.44  0.096
H -0.30 1.55 1.07  0.102
H -0.57 -0.97 1.60  0.104
H -2.14 -0.95 0.87  0.132
H 0.51 -0.15 -0.28  0.065
H -1.32 -1.33 -2.10  0.139
H -1.66 0.47 -1.68  0.138
H 1.99 0.19 -2.94  0.144
O 1.50 -2.78 -0.01  -0.081
H 0.59 -2.51 -0.31  0.039
H 1.42 -3.72 -0.19  0.051
O 2.78 1.77 0.31  -0.061
H 2.17 2.41 0.68  0.032
H 2.19 1.03 0.12  -0.024
O 2.21 -0.66 1.34  -0.084
H 1.91 -1.54 1.60  0.031
H 2.84 -1.02 0.69  0.054

Values from the calculation:
- SMILES = CCCNCC(=O)O.O.O.O
- HOMO energy (eV) = -9.34
- lowest unoccupied orbital energy (eV) = 0.4
- energy relative to the best compared isomer or geometry (same formula, charge and spin) (kJ/mol) = 138.1
- orbital gap (hartree) = 0.3582

---

Here is a single C6H13N molecule at a distorted geometry from the OMol25 dataset. Energies are from ωB97M-V/def2-TZVPD.

Last column: Löwdin charge in e.
Atoms and positions in Å:
C 1.23 1.28 -0.99  0.022
C 0.51 0.39 -0.32  -0.326
C 1.05 -0.91 0.34  -0.213
C 1.81 -0.55 1.59  -0.117
C -0.89 0.86 0.17  -0.172
C -1.95 -0.21 -0.16  -0.301
N -1.83 -0.61 -1.55  -0.002
H 0.96 2.33 -0.83  0.063
H 1.93 1.07 -1.79  0.055
H 0.26 -1.60 0.60  0.088
H 1.65 -1.28 -0.48  0.108
H 1.48 -1.10 2.49  0.070
H 1.58 0.45 1.97  0.072
H 2.92 -0.68 1.54  0.088
H -0.85 0.93 1.28  0.117
H -1.18 1.77 -0.35  0.101
H -1.79 -1.06 0.56  0.112
H -2.94 0.25 -0.04  0.100
H -2.18 -1.50 -1.86  0.064
H -1.76 0.18 -2.15  0.072

Values from the calculation:
- SMILES = C=C(CC)CCN
- HOMO energy (eV) = -8.39
- lowest unoccupied orbital energy (eV) = 1.1
- energy relative to the best compared isomer or geometry (same formula, charge and spin) (kJ/mol) = 178.5
- orbital gap (hartree) = 0.3489

---

Here is a single C5H8O4 molecule at a distorted geometry from the OMol25 dataset. Energies are from ωB97M-V/def2-TZVPD.

Last column: Löwdin charge in e.
Atoms and positions in Å:
C -1.37 0.28 1.85  0.012
C -0.93 0.49 0.45  -0.343
O -1.07 1.54 -0.16  0.095
C -0.33 -0.73 -0.28  -0.237
O -1.28 -1.22 -1.20  0.024
C 0.91 -0.20 -1.00  -0.535
O 0.59 0.66 -2.02  0.051
C 2.14 0.02 -0.19  -0.039
O 2.00 -1.02 -1.15  0.056
H -1.93 1.13 2.22  0.091
H -1.99 -0.62 1.90  0.096
H -0.50 0.12 2.49  0.097
H -0.08 -1.54 0.41  0.164
H -1.14 -0.78 -2.05  0.109
H -0.04 1.35 -1.61  0.127
H 2.21 -0.31 0.83  0.114
H 2.80 0.82 -0.49  0.120

Values from the calculation:
- SMILES = CC(=O)[C@@H](O)[C@@]1(O)CO1
- HOMO energy (eV) = -10.01
- lowest unoccupied orbital energy (eV) = 0.6
- energy relative to the best compared isomer or geometry (same formula, charge and spin) (kJ/mol) = 195.4
- orbital gap (hartree) = 0.3918

---

Here is a gas-phase ion, C3H10BO3S (charge -1) from the OMol25 dataset. Energies are from ωB97M-V/def2-TZVPD.

Last column: Löwdin charge in e.
Atoms and positions in Å:
B 1.06 -1.61 -0.40  -0.430
C 1.58 -0.11 0.08  -0.278
C 0.63 1.02 -0.34  -0.292
C -0.58 1.33 0.54  -0.246
S -1.94 0.18 0.59  0.550
O -3.15 0.95 0.70  -0.325
O -1.70 -0.88 1.53  -0.296
O -1.92 -0.44 -0.86  -0.208
H 0.22 -1.47 -1.32  0.009
H 2.00 -2.27 -0.86  -0.012
H 0.55 -2.25 0.50  -0.004
H 1.77 -0.04 1.16  0.073
H 2.55 0.10 -0.40  0.062
H 1.13 1.99 -0.43  0.096
H 0.28 0.78 -1.34  0.093
H -0.34 1.47 1.60  0.103
H -1.04 2.25 0.17  0.092
H -1.10 -1.01 -0.91  0.012

Values from the calculation:
- HOMO energy (eV) = -5.22
- lowest unoccupied orbital energy (eV) = 3.6
- net charge = -1
- orbital gap (hartree) = 0.3232